A structure of composition C35H39Cl2Ge2MnN3O2 at a distorted geometry. Source: the OMol25 dataset; level of theory: ωB97M-V/def2-TZVPD.

Structure (XYZ):
```
84
Properties=species:S:1:pos:R:3:mulliken_charge:R:1
Mn 1.043 0.180 0.144 -0.354
C -0.171 4.573 1.480 -1.449
C 0.674 3.576 0.695 -0.461
Ge -0.422 2.179 -0.181 0.683
C -0.840 2.725 -2.024 -0.226
C -1.814 3.899 -2.068 -1.409
C -2.126 2.004 0.768 -0.154
C -2.587 0.801 1.117 0.036
Ge -1.324 -0.652 0.649 1.187
C -1.810 -1.634 -1.005 -0.220
C -3.136 -2.385 -1.056 -1.309
C -0.857 -1.906 2.123 -0.238
C -1.930 -2.824 2.694 -1.358
C -3.911 0.579 1.732 0.249
C -4.460 -0.697 1.746 0.253
C -5.705 -0.946 2.298 -1.330
C -6.428 0.088 2.866 -0.441
C -5.891 1.368 2.875 -0.730
C -4.652 1.610 2.316 -0.527
H 0.452 5.359 1.910 0.418
H -0.697 4.083 2.298 0.323
H -0.922 5.055 0.856 0.275
H 1.422 3.126 1.345 0.388
H 1.236 4.068 -0.101 0.477
H -1.249 1.871 -2.565 0.298
H 0.094 2.989 -2.522 0.195
H -2.748 3.667 -1.561 0.298
H -2.058 4.161 -3.098 0.412
H -1.391 4.789 -1.602 0.301
H -2.735 2.893 0.902 0.254
H -0.984 -2.327 -1.194 0.217
H -1.778 -0.905 -1.819 0.257
H -3.220 -3.124 -0.260 0.253
H -3.230 -2.920 -2.002 0.412
H -3.985 -1.708 -0.976 0.357
H -0.422 -1.315 2.932 0.223
H -0.038 -2.507 1.715 0.259
H -2.704 -2.264 3.217 0.354
H -1.481 -3.512 3.412 0.423
H -2.412 -3.429 1.927 0.263
H -3.912 -1.517 1.304 0.557
H -6.106 -1.949 2.283 0.396
H -7.398 -0.099 3.303 0.398
H -6.441 2.182 3.324 0.396
H -4.254 2.613 2.351 0.386
O 2.789 -6.236 -4.538 -0.491
C 2.092 -5.073 -4.550 0.675
O 1.510 -4.739 -5.548 -0.566
C 2.099 -4.263 -3.304 0.879
C 1.600 -2.959 -3.383 -0.823
C 1.575 -2.147 -2.275 0.485
C 2.044 -2.604 -1.031 0.791
C 2.527 -3.922 -0.947 -1.140
C 2.551 -4.728 -2.067 -1.272
N 1.981 -1.723 0.024 0.526
C 2.667 -1.934 1.152 -0.330
C 2.533 -1.043 2.234 0.178
C 3.210 -1.214 3.468 -1.121
C 2.976 -0.348 4.496 -0.443
C 2.066 0.713 4.323 -0.996
C 1.458 0.848 3.098 -0.532
N 1.679 0.016 2.074 0.903
H 3.273 -6.331 -3.710 0.275
H 1.246 -2.599 -4.338 0.469
H 1.217 -1.119 -2.356 -0.359
H 2.851 -4.335 -0.006 0.313
H 2.903 -5.746 -1.935 0.182
H 3.368 -2.754 1.253 0.297
H 3.892 -2.045 3.580 0.474
H 3.478 -0.482 5.444 0.425
H 1.844 1.405 5.119 0.466
H 0.741 1.644 2.912 0.479
Cl 1.137 1.003 -3.858 -0.149
C 2.407 1.979 -3.193 0.771
C 3.148 2.780 -4.039 -0.663
C 4.214 3.518 -3.543 -0.503
C 4.539 3.437 -2.198 -0.538
C 3.773 2.660 -1.354 0.744
Cl 4.231 2.528 0.314 -0.218
C 2.658 1.915 -1.812 -0.936
N 1.952 1.162 -0.969 -0.523
H 2.898 2.803 -5.087 0.444
H 4.802 4.133 -4.205 0.389
H 5.381 3.977 -1.794 0.446
```

## Properties
Kohn-Sham gap (spin up / spin down) = 0.18976 / 0.23168 Eh
expectation value of S² = 9.176
LUMO (spin up / spin down) = -1.0 / -1.7 eV
E_HOMO (spin up / spin down) = -6.1 / -8.0 eV
spin multiplicity = 6
total energy = -214888.394 eV
energy relative to the best compared isomer or geometry (same formula, charge and spin) = 49.8 kcal per mole



A structure of composition C13H21Cl2N2ORuS2. Source: the OMol25 dataset; level of theory: ωB97M-V/def2-TZVPD.

Structure (XYZ):
```
42
Properties=species:S:1:pos:R:3:mulliken_charge:R:1
Ru -0.857 0.305 -0.789 0.717
Cl -0.167 -2.087 -0.954 -0.059
C 1.300 -2.954 -1.430 0.755
C 1.146 -4.031 -2.245 -0.564
C 2.281 -4.808 -2.603 -0.435
C 3.552 -4.502 -2.149 -0.671
C 3.705 -3.416 -1.312 0.302
Cl 5.202 -2.953 -0.662 -0.080
C 2.583 -2.603 -0.933 0.526
S 2.915 -1.313 0.072 0.002
H 0.170 -4.310 -2.619 0.472
H 2.134 -5.665 -3.247 0.428
H 4.410 -5.099 -2.429 0.489
N -2.120 -0.036 -2.430 -0.575
C -3.477 -0.206 -1.800 -0.531
C -4.052 1.128 -1.346 -0.576
C -3.286 1.797 -0.214 -0.497
N -1.882 2.100 -0.642 -0.460
H -2.175 0.698 -3.136 0.317
H -1.882 -0.886 -2.938 0.322
H -3.356 -0.887 -0.948 0.315
H -4.157 -0.702 -2.493 0.480
H -5.076 0.958 -1.012 0.368
H -4.126 1.807 -2.203 0.306
H -3.226 1.136 0.656 0.287
H -3.784 2.713 0.103 0.472
H -1.422 2.701 0.040 0.272
H -1.924 2.639 -1.506 0.325
O -0.042 0.775 1.005 -0.452
S 0.981 0.583 2.166 0.238
C 2.222 1.890 1.943 -0.579
C 1.812 3.052 2.845 -0.656
C 1.222 2.410 4.097 -0.667
C 0.215 1.374 3.603 -0.549
H 2.252 2.113 0.876 0.427
H 3.173 1.448 2.247 0.471
H 1.071 3.677 2.344 0.283
H 2.670 3.683 3.070 0.368
H 0.731 3.128 4.752 0.377
H 2.004 1.923 4.682 0.315
H -0.703 1.823 3.217 0.296
H -0.036 0.597 4.322 0.422
```

## Properties
Kohn-Sham gap (spin up / spin down) = 0.34494 / 0.20567 Eh
expectation value of S² = 6.033
LUMO (spin up / spin down) = -9.3 / -12.8 eV
E_HOMO (spin up / spin down) = -18.7 / -18.4 eV
spin multiplicity = 5
net charge = +3
total energy = -68116.999 eV



A cluster of 2 separate species, H2N4 in total at a distorted geometry. Source: the OMol25 dataset; level of theory: ωB97M-V/def2-TZVPD.

Structure (XYZ):
```
6
Properties=species:S:1:pos:R:3:mulliken_charge:R:1
H -1.401 0.149 0.188 0.211
N -0.395 0.243 0.521 -0.145
N 0.288 -0.651 1.006 -0.239
H -0.134 -1.512 1.265 0.197
N 1.288 1.167 -1.527 -0.109
N 0.354 0.605 -1.452 0.086
```

## Properties
Kohn-Sham gap = 0.35377 Eh
LUMO = 0.5 eV
E_HOMO = -9.1 eV
total energy = -5990.929 eV
energy relative to the best compared isomer or geometry (same formula, charge and spin) = 19.8 kcal per mole



A structure of composition C17H21Br2N2O2PPdS2 at a distorted geometry. Source: the OMol25 dataset; level of theory: ωB97M-V/def2-TZVPD.

Structure (XYZ):
```
48
Properties=species:S:1:pos:R:3:mulliken_charge:R:1
Pd -0.544 -0.483 -1.277 -0.215
Br -2.039 -2.233 -2.608 -0.057
C -1.619 -3.977 -1.866 -0.462
Br 0.180 -4.533 -2.155 -0.044
H -2.278 -4.662 -2.375 0.407
H -1.817 -3.922 -0.809 0.227
C -4.014 4.570 -0.977 -1.095
C -2.695 4.403 -0.271 -0.254
O -1.764 3.694 -1.154 -0.284
P -1.144 2.305 -0.799 1.174
S -0.052 1.728 -2.362 -0.292
S -2.460 0.873 -0.364 -0.283
O -0.271 2.661 0.459 -0.308
C 0.541 1.695 1.163 0.729
C 1.800 2.377 1.627 -1.531
H -4.716 5.090 -0.320 0.374
H -4.435 3.598 -1.239 0.263
H -3.891 5.155 -1.889 0.298
H -2.800 3.849 0.661 0.380
H -2.221 5.354 -0.055 0.300
H 0.782 0.867 0.497 -0.287
H -0.046 1.308 1.992 0.260
H 2.414 2.680 0.777 0.350
H 2.377 1.693 2.255 0.395
H 1.556 3.264 2.214 0.364
C -0.781 -1.745 4.235 -0.433
C -1.694 -1.687 3.168 -0.785
C -1.248 -1.742 1.877 -0.183
C 0.150 -1.833 1.611 0.111
C 1.071 -1.917 2.705 -0.130
C 0.594 -1.871 3.991 -0.706
N 0.567 -1.823 0.353 0.559
N 1.924 -2.035 0.165 -0.667
C 2.311 -1.710 -1.028 0.662
C 3.715 -1.793 -1.352 -0.581
C 4.139 -1.494 -2.605 -0.506
C 3.222 -1.104 -3.619 -0.609
C 1.855 -1.033 -3.352 -0.426
C 1.410 -1.267 -2.082 0.211
H -1.144 -1.709 5.256 0.420
H -2.755 -1.604 3.371 0.428
H -1.935 -1.725 1.047 0.475
H 2.126 -2.011 2.487 0.496
H 1.284 -1.938 4.824 0.414
H 4.401 -2.112 -0.577 0.487
H 5.192 -1.567 -2.843 0.403
H 3.586 -0.867 -4.612 0.435
H 1.165 -0.763 -4.143 0.518
```

## Properties
Kohn-Sham gap (spin up / spin down) = 0.29082 / 0.19911 Eh
expectation value of S² = 8.851
LUMO (spin up / spin down) = -2.4 / -6.6 eV
E_HOMO (spin up / spin down) = -10.3 / -12.0 eV
spin multiplicity = 6
net charge = +1
total energy = -199559.850 eV
energy relative to the best compared isomer or geometry (same formula, charge and spin) = 12.5 kcal per mole



A structure of composition C30H33BiN4O7P2. Source: the OMol25 dataset; level of theory: ωB97M-V/def2-TZVPD.

Structure (XYZ):
```
77
Properties=species:S:1:pos:R:3:mulliken_charge:R:1
Bi 0.424 -0.013 -2.072 0.828
O 4.688 2.033 -3.717 -0.614
P 3.264 1.295 -3.375 0.544
O 2.926 0.356 -4.471 -0.789
O 3.331 0.848 -1.948 -0.283
O 2.231 2.555 -3.491 -0.257
P 1.538 3.556 -2.420 0.626
O 2.845 4.094 -1.575 -0.587
O 0.959 4.693 -3.175 -0.823
O 0.728 2.759 -1.442 -0.196
H 4.999 2.387 -2.884 0.281
H 3.335 4.663 -2.169 0.302
C -1.165 3.331 1.755 -1.280
C -1.675 2.581 2.955 1.576
C -2.576 3.179 3.833 -0.719
C -3.021 2.539 4.980 -0.601
C -2.567 1.263 5.277 -0.602
C -1.692 0.633 4.405 -0.583
C -1.249 1.276 3.254 -0.499
N -0.334 0.611 2.409 0.390
C -0.494 0.468 1.039 -0.308
N -1.795 0.479 0.666 0.558
C -2.442 0.586 -0.591 0.347
C -1.756 0.624 -1.797 -0.567
C -2.503 0.850 -2.947 -0.652
C -3.884 0.985 -2.914 -0.973
C -4.544 0.897 -1.699 -0.792
C -3.840 0.707 -0.518 1.216
C -4.574 0.636 0.797 -1.506
N 0.521 0.345 0.258 1.467
C 1.825 0.371 0.841 -1.212
C 2.568 1.543 0.796 -0.279
C 3.839 1.562 1.344 -1.047
C 4.367 0.412 1.917 -0.840
C 3.626 -0.760 1.927 -1.016
C 2.343 -0.810 1.383 1.684
C 1.549 -2.091 1.375 -1.000
H -1.275 4.403 1.909 0.515
H -1.702 3.064 0.844 0.176
H -0.115 3.113 1.559 0.063
H -2.913 4.185 3.614 0.400
H -3.715 3.040 5.643 0.381
H -2.905 0.751 6.169 0.381
H -1.348 -0.375 4.596 0.477
H 0.574 0.360 2.770 0.411
H -2.423 0.432 1.451 0.078
H -1.994 0.914 -3.904 0.397
H -4.443 1.151 -3.827 0.377
H -5.625 0.986 -1.655 0.293
H -5.649 0.714 0.632 0.368
H -4.290 1.444 1.480 0.259
H -4.393 -0.310 1.316 0.355
H 2.153 2.392 0.265 0.324
H 4.429 2.466 1.283 0.428
H 5.370 0.417 2.325 0.364
H 4.052 -1.669 2.337 0.425
H 2.217 -2.952 1.363 0.479
H 0.894 -2.152 0.504 -0.142
H 0.916 -2.175 2.265 0.348
C 2.678 -2.385 -2.048 -1.372
C 1.685 -3.495 -1.879 1.785
C 2.099 -4.819 -1.887 -0.715
C 1.209 -5.879 -1.748 -0.827
C -0.142 -5.577 -1.589 -0.680
C -0.599 -4.273 -1.563 0.860
C -2.055 -3.966 -1.379 -1.341
C 0.303 -3.168 -1.709 -0.385
N -0.209 -1.932 -1.611 -0.773
H 3.694 -2.777 -2.129 0.344
H 2.665 -1.678 -1.209 0.276
H 2.501 -1.780 -2.945 0.239
H 3.159 -5.025 -2.016 0.311
H 1.557 -6.906 -1.761 0.335
H -0.865 -6.384 -1.477 0.276
H -2.637 -4.887 -1.286 0.372
H -2.441 -3.373 -2.213 0.233
H -2.215 -3.342 -0.495 0.113
```

## Properties
Kohn-Sham gap = 0.17817 Eh
LUMO = 3.9 eV
E_HOMO = -1.0 eV
net charge = -2
total energy = -76365.407 eV
energy relative to the best compared isomer or geometry (same formula, charge and spin) = 0.0 kcal per mole



A cluster of 14 separate species, C3H35N2O13 in total at a distorted geometry. Source: the OMol25 dataset; level of theory: ωB97M-V/def2-TZVPD.

Structure (XYZ):
```
53
Properties=species:S:1:pos:R:3:mulliken_charge:R:1
C -1.884 0.209 -1.331 -0.937
C -1.791 0.871 0.033 0.915
C -1.937 2.173 0.383 -1.182
N -2.453 3.143 -0.466 -0.435
N -1.636 -0.152 1.183 0.179
H -1.568 0.804 -2.130 0.497
H -2.823 -0.312 -1.572 0.392
H -1.130 -0.626 -1.352 -0.372
H -1.866 2.324 1.419 0.748
H -2.178 3.144 -1.455 0.200
H -2.746 4.029 -0.119 0.237
H -0.576 -0.251 1.285 0.167
H -2.029 -1.129 0.923 0.525
H -1.908 0.231 2.008 0.189
H 0.990 -2.792 0.223 0.307
H 1.192 -4.328 0.059 0.273
O 0.778 -3.571 -0.268 -0.514
H -0.848 -3.099 -0.541 0.420
H -1.860 -2.082 -1.419 0.250
O -1.690 -2.708 -0.657 -0.696
H 2.569 -2.030 -1.961 0.300
H 1.092 -1.981 -2.752 0.407
O 1.820 -1.448 -2.262 -0.766
H 0.659 3.016 -2.285 0.337
H 0.704 4.541 -2.517 0.290
O 0.204 3.792 -2.111 -0.608
H 1.288 3.843 1.495 0.320
H 0.106 2.918 0.953 0.398
O 0.906 2.927 1.542 -0.697
H 1.785 -1.831 1.579 0.364
H 1.954 -2.359 2.853 0.365
O 1.354 -2.590 2.090 -0.715
H -0.514 -2.572 2.000 0.348
H -1.462 -3.391 1.280 0.322
O -1.410 -2.597 1.821 -0.648
H -1.637 1.173 4.287 0.262
H -3.009 0.270 4.137 0.270
O -2.176 0.629 3.726 -0.595
H 0.900 1.532 4.239 0.310
H 1.082 1.671 2.746 0.330
O 0.748 0.985 3.417 -0.640
H 1.899 0.269 0.277 0.187
H 1.586 -1.091 -0.616 0.340
O 1.806 -0.727 0.288 -0.589
H 1.893 2.977 -0.253 0.214
H 3.140 2.154 0.219 0.320
O 2.316 2.170 -0.373 -0.560
H 2.500 1.227 -2.319 0.266
H 2.081 0.181 -3.250 0.430
O 2.136 1.154 -3.266 -0.694
H 0.553 -3.061 -4.381 0.313
H 0.682 -4.262 -3.324 0.291
O 0.413 -3.367 -3.486 -0.633
```

## Properties
Kohn-Sham gap = 0.32506 Eh
LUMO = -2.6 eV
E_HOMO = -11.4 eV
net charge = +1
total energy = -33269.780 eV
energy relative to the best compared isomer or geometry (same formula, charge and spin) = 44.5 kcal per mole